# 1
{"formula": "C3H8N2O2", "method": "ωB97M-V with the def2-TZVPD basis set", "e_lumo_ev": 0.677, "de_lowest_ev": 3.560, "smiles": "CNC(N)=C(O)O", "e_homo_ev": -6.4, "total_energy_ha": -379.01018, "largest_force_ev_per_a": 2.7, "homo_lumo_gap_ev": 7.1, "symbols": ["C", "C", "C", "N", "O", "O", "N", "H", "H", "H", "H", "H", "H", "H", "H"], "xyz": [[1.0880, -0.3076, 0.9197], [-1.2236, -0.3718, -1.8490], [-0.0989, 0.1003, 0.2748], [-0.9189, 1.1170, 0.6867], [1.1608, -0.1626, 2.3106], [2.3032, -0.0322, 0.2696], [-0.4583, -0.7826, -0.6882], [1.5830, 0.6836, 2.5267], [2.9658, -0.6433, 0.6119], [0.4739, -1.3593, -0.6880], [-1.9063, 1.0438, 0.4876], [-0.6471, 1.5258, 1.5698], [-1.3954, -1.2391, -2.4842], [-0.7362, 0.4179, -2.4328], [-2.1900, 0.0101, -1.5151]], "forces_ev_per_angstrom": [[-0.51, 0.70, 0.69], [0.30, 0.08, -0.32], [1.03, -0.50, 1.42], [0.05, -0.56, -0.11], [0.04, 0.78, -0.23], [-0.03, -0.28, 0.03], [1.79, -0.63, -0.60], [0.21, 0.05, 0.11], [-0.10, -0.13, -0.14], [-2.42, 0.59, -0.94], [0.00, 0.01, 0.38], [-0.27, 0.00, -0.21], [-0.05, 0.08, 0.01], [-0.02, -0.08, -0.04], [-0.01, -0.11, -0.06]], "mulliken_charge": [-0.321, -0.824, 0.524, -0.435, -0.465, -0.477, -0.224, 0.292, 0.303, 0.344, 0.186, 0.230, 0.326, 0.291, 0.251]}


# 2
{"formula": "C3H8N2O2", "method": "ωB97M-V with the def2-TZVPD basis set", "e_lumo_ev": 0.621, "de_lowest_ev": 3.316, "smiles": "[H]/N=C\\N(O)[C@H](C)O", "e_homo_ev": -9.5, "total_energy_ha": -379.01913, "largest_force_ev_per_a": 2.4, "homo_lumo_gap_ev": 10.1, "symbols": ["C", "C", "N", "C", "O", "O", "N", "H", "H", "H", "H", "H", "H", "H", "H"], "xyz": [[0.1281, -0.0963, -0.6351], [0.6654, 1.1818, -1.2510], [-0.1914, 0.0451, 0.7792], [-0.1112, -1.1826, 1.4774], [0.4517, 1.1260, 1.4254], [-0.9774, -0.5992, -1.3127], [-0.5841, -2.3040, 1.1657], [-0.2454, 1.7401, 1.6999], [-1.7318, -0.0111, -1.1787], [0.8937, -0.9431, -0.6511], [-0.7937, -2.4348, 0.1799], [0.1329, -1.0018, 2.5208], [1.5799, 1.4915, -0.7544], [0.8543, 1.0087, -2.3071], [-0.0711, 1.9798, -1.1582]], "forces_ev_per_angstrom": [[1.63, -0.64, 0.01], [-0.04, -0.23, 0.15], [-0.20, -0.14, -0.15], [-1.42, 1.27, 1.48], [0.22, -0.37, 0.12], [-0.53, -0.26, -0.36], [1.06, -0.76, -0.46], [-0.02, -0.40, -0.18], [0.09, 0.03, 0.05], [-0.75, 1.05, -0.64], [-0.38, 0.37, -0.06], [0.31, 0.01, 0.12], [0.05, 0.07, -0.05], [0.02, -0.06, -0.03], [-0.03, 0.07, 0.02]], "mulliken_charge": [0.018, -1.271, 0.100, -0.031, -0.455, -0.511, -0.630, 0.345, 0.331, 0.387, 0.310, 0.381, 0.332, 0.353, 0.342]}


# 3
{"formula": "C3H8N2O2", "method": "ωB97M-V with the def2-TZVPD basis set", "e_lumo_ev": 0.563, "de_lowest_ev": 1.306, "smiles": "NCC(=O)NCO", "e_homo_ev": -9.4, "total_energy_ha": -379.09302, "largest_force_ev_per_a": 1.1, "homo_lumo_gap_ev": 9.9, "symbols": ["O", "C", "N", "C", "O", "C", "N", "H", "H", "H", "H", "H", "H", "H", "H"], "xyz": [[1.5359, 1.5108, 0.6515], [0.6394, 0.8709, 0.1240], [0.9085, -0.0226, -0.8928], [0.3309, -1.3583, -0.8720], [0.7398, -1.9853, -2.0401], [-0.8192, 1.1565, 0.4817], [-1.2078, 1.0777, 1.8620], [1.9193, -0.0818, -1.0126], [-0.7521, -1.2605, -0.7502], [0.6781, -1.9097, 0.0172], [0.1338, -2.6945, -2.2778], [-1.4290, 0.5019, -0.1286], [-0.9795, 2.1775, 0.1393], [-0.9167, 0.2034, 2.2884], [-0.7813, 1.8139, 2.4101]], "forces_ev_per_angstrom": [[-0.33, -0.27, -0.23], [0.47, 0.77, 0.59], [0.39, -0.37, 0.27], [-0.34, 0.46, 0.86], [-0.05, -0.30, -0.55], [0.34, -0.22, -0.67], [0.08, -0.21, 0.59], [-0.18, 0.09, -0.08], [-0.01, -0.11, -0.37], [0.16, -0.06, -0.17], [0.05, 0.08, 0.09], [-0.46, 0.01, -0.02], [-0.11, 0.04, -0.12], [-0.09, 0.06, -0.09], [0.08, 0.03, -0.11]], "mulliken_charge": [-0.608, 0.420, -0.202, -0.261, -0.507, -0.522, -0.566, 0.274, 0.254, 0.263, 0.323, 0.345, 0.290, 0.223, 0.273]}


# 4
{"formula": "C3H8N2O2", "method": "ωB97M-V with the def2-TZVPD basis set", "e_lumo_ev": 0.352, "de_lowest_ev": 1.370, "smiles": "c1c[nH]cn1.O.O", "e_homo_ev": -8.7, "total_energy_ha": -379.09067, "largest_force_ev_per_a": 1.5, "homo_lumo_gap_ev": 9.1, "symbols": ["C", "C", "N", "C", "N", "H", "H", "H", "H", "H", "H", "O", "H", "H", "O"], "xyz": [[-0.9411, 1.2844, 0.1006], [-0.4320, 2.4017, 0.6660], [0.9491, 2.3310, 0.7084], [1.2377, 1.1958, 0.1605], [0.1446, 0.4921, -0.2422], [-1.9289, 0.8645, 0.0864], [-1.0081, 3.1545, 1.1742], [2.2431, 0.8592, -0.0620], [-0.0384, -0.4962, -0.3055], [-0.0542, -1.0975, 2.0803], [-0.8647, -2.3526, 2.2462], [-0.8525, -1.5303, 1.7436], [0.0416, -2.6679, -2.2335], [1.1207, -2.4360, -3.2809], [0.3831, -2.0026, -2.8422]], "forces_ev_per_angstrom": [[0.25, -0.67, 0.25], [-0.09, -0.08, 0.51], [-0.46, 0.69, -0.13], [0.95, -0.90, -0.41], [-1.28, 0.63, 0.40], [-0.18, 0.19, -0.22], [0.18, 0.35, -0.17], [-0.12, -0.06, 0.19], [0.75, -0.11, -0.45], [-0.24, 0.16, -0.14], [-0.20, -0.05, -0.09], [0.45, -0.13, 0.21], [-0.01, 0.04, -0.11], [0.04, 0.02, -0.05], [-0.05, -0.10, 0.20]], "mulliken_charge": [-0.296, -0.279, -0.562, -0.190, -0.053, 0.352, 0.367, 0.377, 0.295, 0.309, 0.306, -0.628, 0.317, 0.316, -0.631]}


# 5
{"formula": "C3H8N2O2", "method": "ωB97M-V with the def2-TZVPD basis set", "e_lumo_ev": 0.577, "de_lowest_ev": 2.332, "smiles": "NC(=O)CNCO", "e_homo_ev": -8.9, "total_energy_ha": -379.05531, "largest_force_ev_per_a": 7.1, "homo_lumo_gap_ev": 9.5, "symbols": ["O", "C", "N", "C", "N", "C", "O", "H", "H", "H", "H", "H", "H", "H", "H"], "xyz": [[-1.9464, -0.9656, 0.9718], [-0.8101, -0.4606, 1.0361], [-0.4247, 0.5854, 1.8877], [0.2852, -1.3173, 0.2801], [0.4724, -0.7161, -1.0778], [-0.1367, 0.6070, -1.3785], [0.4371, 1.6323, -0.7059], [-1.0311, 0.9412, 2.4647], [0.3420, 1.1150, 1.6095], [0.0900, -2.3326, 0.0686], [1.2666, -1.2519, 0.8838], [1.3141, -1.0076, -1.4588], [-1.1489, 0.6285, -1.0255], [-0.0968, 0.6806, -2.4796], [1.3874, 1.8617, -1.0761]], "forces_ev_per_angstrom": [[1.66, 1.91, 0.61], [-1.31, -2.99, 0.71], [2.51, -4.76, -4.69], [2.16, 3.75, 0.04], [-2.89, 0.92, 1.46], [1.18, -3.19, -1.12], [4.09, 3.12, -0.12], [-4.29, 2.40, 3.55], [1.34, 0.91, -0.41], [-1.05, -1.06, 0.72], [-1.31, -0.08, -0.74], [1.63, 0.06, -1.24], [-0.68, -0.43, -0.16], [-0.11, 0.31, 0.37], [-2.94, -0.86, 1.02]], "mulliken_charge": [-0.596, 0.456, -0.359, -0.404, -0.276, -0.469, -0.551, 0.190, 0.213, 0.319, 0.235, 0.169, 0.365, 0.363, 0.344]}


# 6
{"formula": "C3H8N2O2", "method": "ωB97M-V with the def2-TZVPD basis set", "e_lumo_ev": 0.799, "de_lowest_ev": 1.584, "smiles": "[H]/N=C(\\C)N.O=CO", "e_homo_ev": -9.3, "total_energy_ha": -379.08280, "largest_force_ev_per_a": 4.0, "homo_lumo_gap_ev": 10.1, "symbols": ["C", "C", "N", "N", "C", "O", "O", "H", "H", "H", "H", "H", "H", "H", "H"], "xyz": [[-0.7924, -0.2236, -0.1567], [-1.5874, 1.0013, 0.1820], [-0.1175, -0.3089, -1.2854], [-0.7713, -1.2801, 0.6810], [2.0295, -0.2624, -0.5085], [1.7207, 0.7484, 0.5841], [2.4651, -1.3508, -0.1746], [2.0166, 0.3132, 1.4045], [-0.1966, 0.5670, -1.8057], [-0.2238, -2.0644, 0.3339], [-1.4920, -1.3523, 1.3847], [2.2956, 0.2894, -1.4197], [-1.9727, 0.9478, 1.2022], [-2.4246, 1.0928, -0.5155], [-0.9491, 1.8826, 0.0938]], "forces_ev_per_angstrom": [[0.64, 0.08, -2.32], [-0.18, -0.21, 0.44], [-0.79, 0.11, 1.29], [0.05, 0.36, -0.17], [2.05, 0.41, 3.37], [0.56, -1.80, -2.00], [-1.40, 1.73, -0.87], [-0.20, -0.03, -0.45], [0.00, -0.17, 0.20], [-0.46, 0.05, 0.46], [0.46, -0.29, -0.10], [-0.70, -0.24, 0.09], [-0.07, 0.13, -0.06], [0.09, 0.01, 0.11], [-0.05, -0.14, 0.02]], "mulliken_charge": [0.822, -1.238, -0.799, -0.384, 0.305, -0.466, -0.504, 0.281, 0.250, 0.270, 0.199, 0.272, 0.388, 0.309, 0.296]}


# 7
{"formula": "C3H8N2O2", "method": "ωB97M-V with the def2-TZVPD basis set", "e_lumo_ev": 0.902, "de_lowest_ev": 3.163, "smiles": "[H]/N=C(/OC)ONC", "e_homo_ev": -9.6, "total_energy_ha": -379.02475, "largest_force_ev_per_a": 0.9, "homo_lumo_gap_ev": 10.5, "symbols": ["C", "C", "N", "C", "O", "O", "N", "H", "H", "H", "H", "H", "H", "H", "H"], "xyz": [[1.7144, 1.4055, 0.3082], [-2.1769, -0.4332, 0.4772], [-1.6342, -0.5372, -0.8617], [0.7333, -0.5683, -0.4289], [-0.3839, -1.2065, -0.8490], [0.5529, 0.7224, -0.1246], [1.8542, -1.1246, -0.3453], [-1.4897, 0.3852, -1.2581], [1.8487, -2.0994, -0.6123], [1.4343, 2.4533, 0.3898], [2.0380, 1.0130, 1.2811], [2.5274, 1.2641, -0.4140], [-1.6798, 0.3183, 1.1021], [-3.2422, -0.1854, 0.3819], [-2.0966, -1.4070, 0.9537]], "forces_ev_per_angstrom": [[0.63, 0.09, 0.20], [-0.15, 0.16, 0.26], [-0.28, 0.12, -0.21], [0.10, 0.12, 0.16], [0.07, -0.10, -0.11], [-0.75, -0.26, -0.32], [0.45, -0.05, 0.09], [0.20, -0.02, 0.00], [-0.22, -0.06, -0.05], [0.01, -0.06, 0.00], [-0.04, 0.12, -0.25], [-0.19, 0.10, 0.21], [-0.04, -0.10, -0.01], [0.27, -0.02, 0.02], [-0.06, -0.05, 0.01]], "mulliken_charge": [-0.660, -0.663, -0.310, 0.822, -0.299, -0.367, -0.721, 0.308, 0.239, 0.233, 0.291, 0.302, 0.255, 0.298, 0.273]}


# 8
{"formula": "C3H8N2O2", "method": "ωB97M-V with the def2-TZVPD basis set", "e_lumo_ev": 0.822, "de_lowest_ev": 1.529, "smiles": "c1c[nH]cn1.O.O", "e_homo_ev": -8.9, "total_energy_ha": -379.08480, "largest_force_ev_per_a": 2.6, "homo_lumo_gap_ev": 9.7, "symbols": ["C", "C", "N", "C", "N", "H", "H", "H", "H", "H", "H", "O", "H", "H", "O"], "xyz": [[-1.5987, 1.3479, -1.1317], [-0.3725, 0.7846, -0.9847], [0.0396, 0.7820, 0.3178], [-0.8732, 1.4885, 0.9586], [-2.0105, 1.6053, 0.1749], [-2.2477, 1.5293, -1.9692], [0.1171, 0.3567, -1.8425], [-0.9481, 1.6815, 2.0155], [-2.7010, 2.2994, 0.3720], [3.3320, -1.0163, 0.0798], [2.0344, -0.2735, 0.0861], [2.8182, -0.4426, -0.4706], [1.3075, -3.3667, 1.3938], [0.2500, -3.7489, 0.3823], [0.8528, -3.0273, 0.6178]], "forces_ev_per_angstrom": [[-0.51, -0.51, 1.20], [-0.64, -0.26, -1.30], [0.42, 1.40, 0.39], [-1.19, -2.26, -0.47], [1.38, 1.73, -0.41], [0.06, -0.14, -0.07], [0.73, -0.20, 0.39], [0.33, -0.01, 0.09], [-0.47, 0.17, 0.18], [0.58, -0.58, 0.29], [0.06, 0.16, -0.41], [-0.75, 0.52, 0.08], [0.08, 0.06, 0.07], [0.17, 0.33, -0.02], [-0.25, -0.41, -0.01]], "mulliken_charge": [-0.343, -0.286, -0.388, -0.264, -0.157, 0.383, 0.353, 0.349, 0.250, 0.306, 0.415, -0.628, 0.302, 0.303, -0.595]}